Entry 1:
ORCA calculation (ωB97M-V/def2-TZVPD) on one molecule with the formula C4H9NO in a non-equilibrium geometry.

Atoms and positions in Å:
O 1.74 0.66 -1.54
N 1.37 -0.17 0.56
C -1.68 0.53 0.41
C 1.92 0.69 -0.33
C -0.83 -0.31 -0.54
C 0.29 -1.08 0.17
H -2.37 -0.08 1.01
H 1.57 -0.02 1.54
H 0.69 -1.86 -0.49
H -2.27 1.27 -0.14
H 2.56 1.45 0.14
H -0.31 0.34 -1.24
H -1.04 1.09 1.11
H -0.07 -1.58 1.08
H -1.44 -0.97 -1.15

The molar mass comes out at 87.12 g/mol. The SMILES is CCCNC=O. Its total charge is 0. Its total energy is -287.810096 a.u. The calculation puts the max |F| at 1.06 eV/A. As for the highest occupied orbital energy: -9.72 eV. As for the orbital gap: 0.389 Ha.

Entry 2:
ORCA calculation (ωB97M-V/def2-TZVPD) on C31H37N4Na as an isolated structure.

Atoms and positions in Å:
Na 0.01 0.23 0.17
N 1.88 1.51 -0.29
N -1.86 1.39 0.21
N -0.71 -0.05 2.45
N 0.00 2.92 -0.18
C -1.14 2.54 0.79
C -3.09 1.71 0.04
C 0.36 5.15 0.70
C -0.61 2.38 2.19
C -2.21 3.61 0.84
C 2.34 -1.71 -0.72
C -4.11 0.71 -0.47
C 0.40 4.75 2.07
C -0.32 0.14 5.18
C -0.65 -1.13 3.23
C 0.15 4.34 -0.36
C 4.21 2.25 -0.14
C -4.47 -0.21 0.70
C 0.02 3.56 2.68
C -0.58 1.18 3.01
C 2.57 -1.13 0.68
C 3.23 1.27 0.09
C 3.64 3.18 -2.38
C 2.93 -2.23 1.67
C -5.36 1.43 -0.97
C 5.52 1.97 0.24
C 4.90 -0.22 0.97
C 4.97 4.60 -0.80
C -3.50 -0.11 -1.60
C 3.58 0.01 0.60
C 3.89 3.53 -0.91
C 1.30 2.51 0.23
C -3.37 3.10 0.44
C 5.86 0.76 0.81
C -0.38 1.27 4.41
C -0.46 -1.11 4.59
H 5.89 4.32 -1.31
H 1.77 3.13 0.99
H 5.21 4.83 0.24
H 1.57 -2.49 -0.70
H -2.63 -0.67 -1.26
H 2.04 -0.94 -1.43
H 3.13 -1.83 2.66
H 0.31 3.54 3.72
H 3.26 -2.16 -1.09
H -3.57 -0.71 1.08
H -2.03 4.59 1.25
H 0.54 6.20 0.50
H 6.88 0.57 1.11
H 2.98 3.98 -0.52
H 0.80 5.49 2.75
H -4.91 0.36 1.53
H -4.33 3.58 0.42
H 2.10 -2.94 1.75
H 6.28 2.72 0.08
H -6.07 0.69 -1.36
H -4.24 -0.83 -1.98
H 3.80 -2.80 1.34
H -5.13 2.13 -1.77
H -0.77 -2.08 2.71
H 0.05 4.70 -1.38
H -5.86 1.97 -0.17
H 4.53 2.73 -2.82
H 4.61 5.52 -1.27
H -0.42 -2.03 5.16
H 2.82 2.48 -2.49
H -0.18 0.23 6.25
H 1.63 -0.72 1.06
H 3.40 4.08 -2.95
H -3.19 0.53 -2.43
H -0.30 2.23 4.90
H 5.18 -1.17 1.39
H -5.19 -0.96 0.38

The molar mass comes out at 488.66 g/mol. Its total charge is 0. Its total energy is -1584.758993 a.u. The calculation puts the max |F| at 0.65 eV/A. As for the highest occupied orbital energy: -6.10 eV. As for the orbital gap: 0.228 Ha.

Entry 3:
ORCA calculation (ωB97M-V/def2-TZVPD) on C43H47BBiF2N8S2Se as an isolated structure.

Atoms and positions in Å:
Bi 0.92 1.46 -0.66
Se 1.53 0.91 -4.68
S 1.57 -1.74 -1.89
S 0.50 -0.34 1.18
F -1.17 -0.26 -1.44
F -1.41 -2.50 -1.79
N 3.60 0.87 -0.91
N -0.29 3.00 0.18
N 0.55 2.12 -3.80
N 2.57 3.52 -1.24
N 0.15 -0.17 -4.99
N 2.30 2.23 1.24
N -0.67 -2.73 1.16
N 1.93 -3.36 0.23
C -0.01 -1.87 0.23
C -1.47 7.51 1.94
C 1.77 -6.89 -2.22
C 2.40 3.71 1.24
C 3.62 1.57 1.45
C -2.18 -2.37 3.71
C -1.43 3.50 0.41
C -4.08 0.80 0.28
C -2.12 -2.61 1.22
C 3.06 4.22 -0.04
C 1.98 -5.60 -1.76
C -3.02 1.75 -3.23
C -3.64 -3.70 5.08
C -2.66 -2.72 4.96
C -3.86 3.53 -0.19
C 1.26 -2.42 -0.37
C -2.66 -3.00 2.57
C 2.52 -7.94 -1.70
C 1.36 -3.99 1.44
C -2.86 1.44 0.47
C 3.93 0.46 0.45
C 3.17 -3.94 -0.30
C -0.62 5.87 0.40
C -0.62 7.16 0.90
C -1.49 4.91 0.92
C -2.22 -0.17 -4.50
C -5.07 2.88 -0.39
C -2.33 6.56 2.46
C -2.74 2.81 0.23
C -0.14 -4.07 1.29
C 2.94 -5.35 -0.79
C 3.49 -7.69 -0.74
C -4.12 -4.33 3.95
C -5.18 1.52 -0.16
C -3.23 0.49 -3.89
C -3.63 -3.98 2.70
C -0.69 1.67 -3.81
C 3.61 3.03 -2.13
C 4.44 1.91 -1.49
C -0.91 0.40 -4.47
C 3.69 -6.40 -0.28
C -1.80 2.34 -3.18
C -2.35 5.27 1.95
B -0.78 -1.52 -1.14
H 1.80 -4.98 1.52
H 1.68 1.97 2.00
H 2.36 -8.95 -2.06
H 4.39 2.34 1.40
H 1.02 -7.08 -2.97
H -0.39 -4.72 0.43
H -4.02 -3.97 6.06
H 2.98 4.05 2.10
H -1.47 8.52 2.33
H 4.14 4.10 0.01
H 3.52 -3.29 -1.09
H 3.53 0.06 -1.51
H 2.88 5.30 -0.10
H 4.29 3.83 -2.46
H -3.78 4.59 -0.37
H 3.11 2.65 -3.02
H -2.29 -2.22 5.85
H -4.23 0.08 -3.90
H -0.57 -4.53 2.19
H 4.98 0.18 0.57
H -5.93 3.45 -0.73
H 1.62 -3.39 2.32
H -2.35 -1.55 1.03
H -2.37 -1.12 -5.00
H -3.00 6.83 3.28
H 3.32 -0.42 0.68
H -6.13 1.02 -0.30
H 0.04 5.58 -0.41
H -4.01 -4.48 1.81
H 3.67 1.15 2.46
H -4.17 -0.26 0.48
H -1.41 -1.61 3.61
H 4.08 -8.51 -0.34
H 1.39 4.09 1.32
H 5.08 2.33 -0.72
H -3.04 4.54 2.36
H 1.92 4.10 -1.76
H -3.86 2.23 -2.75
H 0.05 7.90 0.47
H -1.64 3.28 -2.68
H 4.45 -6.21 0.47
H 1.40 -4.78 -2.17
H 5.11 1.51 -2.25
H -2.00 0.89 0.82
H 3.90 -3.94 0.51
H -4.88 -5.10 4.04
H -2.62 -3.19 0.43

The molar mass comes out at 1076.79 g/mol. Its total charge is +1. Its total energy is -5741.771050 a.u. The calculation puts the max |F| at 0.09 eV/A. As for the highest occupied orbital energy: -10.28 eV. As for the orbital gap: 0.273 Ha.